ORCA calculation (ωB97M-V with the def2-TZVPD basis set) on a cluster of 12 separate species, C25H20Cl44F3N2 in total at a distorted geometry.

ORCA input file:
```
! RIJCOSX wB97M-V def2-TZVPD def2/J DEFGRID3
* xyz 1 1
F -4.06786 -3.02756 -1.05115
C -2.93061 -3.80158 -1.41191
F -2.38747 -4.42376 -0.28264
F -3.37047 -4.80740 -2.28672
C -1.90723 -2.88449 -2.20991
C -0.74999 -2.26440 -1.28504
N -1.27669 -1.24325 -0.29790
C -1.31283 0.16296 -0.83216
C -0.02753 1.05069 -0.48237
N 0.56395 0.80922 0.86047
C 0.85086 -0.65966 0.90815
C 1.86083 -1.09046 2.06472
C 3.33733 -1.13992 1.42814
C 4.41520 -0.11469 1.73249
C 5.82566 -0.22886 1.11881
C 6.10053 -1.40893 0.16369
C 5.05331 -2.47835 -0.16172
C 3.67319 -2.30730 0.49995
C -0.58189 -1.39062 1.02548
H -2.39538 -2.01563 -2.75098
H -1.40951 -3.55959 -2.98580
H -0.29663 -3.14680 -0.71038
H 0.05022 -1.82656 -1.97901
H -2.26931 -1.51678 -0.13175
H -2.27484 0.71397 -0.53956
H -1.36155 0.09315 -1.97838
H -0.38431 2.14250 -0.48151
H 0.77579 1.01446 -1.30066
H -0.11987 1.01534 1.61214
H 1.37481 -0.90678 -0.08377
H 1.84538 -0.42271 2.98170
H 1.66076 -2.16835 2.40441
H 4.17012 0.75433 2.42943
H 6.60262 0.54674 1.38038
H 7.13003 -1.53572 -0.36505
H 5.30420 -3.34112 -0.85289
H 2.86514 -3.06470 0.27359
H -0.47821 -2.47974 1.36722
H -1.13154 -0.86141 1.87849
C 5.19262 -4.10265 3.69264
Cl 5.30966 -3.38683 2.06453
Cl 6.79629 -4.12409 4.45778
Cl 4.07818 -3.12542 4.67485
Cl 4.57243 -5.76327 3.56994
C 0.48533 4.35911 -3.19883
Cl 1.69449 3.96602 -1.95892
Cl -0.47819 5.75629 -2.67059
Cl 1.30327 4.74219 -4.72470
Cl -0.58833 2.96185 -3.43941
C 3.47032 8.08900 -2.28179
Cl 1.88444 7.32300 -2.51790
Cl 4.07395 8.69211 -3.83836
Cl 3.31063 9.44173 -1.14401
Cl 4.61058 6.89523 -1.62679
C 1.85183 -1.47976 8.20520
Cl 0.34281 -2.28253 8.69632
Cl 3.09392 -1.74923 9.44225
Cl 2.40045 -2.15521 6.65627
Cl 1.56751 0.26414 8.02180
C -3.38667 -1.31626 -6.21784
Cl -4.97639 -0.70334 -6.70836
Cl -3.57965 -2.89153 -5.41885
Cl -2.35482 -1.50070 -7.64791
Cl -2.63171 -0.16706 -5.08657
C -4.06730 2.33671 2.58066
Cl -5.41242 1.63057 3.49197
Cl -2.54304 1.57751 3.09617
Cl -4.31444 2.05233 0.84317
Cl -3.99130 4.08085 2.88865
C -3.78833 1.36348 -10.24261
Cl -3.65921 2.09075 -11.85586
Cl -2.17974 1.29966 -9.49105
Cl -4.87186 2.34414 -9.23482
Cl -4.44179 -0.28118 -10.38600
C -8.59194 1.17006 -6.84078
Cl -9.90936 1.68479 -7.91127
Cl -7.24787 2.32477 -6.95877
Cl -9.17741 1.11307 -5.16600
Cl -8.03088 -0.44431 -7.32636
C 10.15803 0.40516 0.28213
Cl 8.53787 -0.30950 0.10688
Cl 10.74140 0.94573 -1.30478
Cl 10.07361 1.79273 1.38700
Cl 11.27125 -0.80971 0.94052
C -2.34187 1.67550 8.68704
Cl -1.39770 2.67739 9.80683
Cl -1.47624 0.15627 8.37909
Cl -3.92654 1.31769 9.40288
Cl -2.56762 2.54964 7.15616
C -5.52351 -2.13501 5.40144
Cl -7.11804 -1.57558 4.85836
Cl -5.69133 -3.70216 6.21544
Cl -4.44725 -2.30953 3.99638
Cl -4.83431 -0.95081 6.52875
*
```

Computed properties:
- max |F| (eV Å⁻¹) = 4.50
- LUMO energy (eV) = -2.44
- M (g/mol) = 1965.38


ORCA calculation (ωB97M-V with the def2-TZVPD basis set) on a structure of composition C17H37B4IO12S4 at a distorted geometry.

ORCA input file:
```
! RIJCOSX wB97M-V def2-TZVPD def2/J DEFGRID3
* xyz 0 1
C -2.26411 -1.24158 4.45713
B -0.74309 -1.51587 4.96355
O -0.49509 -1.72846 6.33783
B 0.43070 -1.47890 3.76310
O 0.64799 -2.64542 2.94334
B 0.32465 -2.16637 1.61807
O 1.18520 -1.09053 1.15900
B 0.89500 -0.03822 2.08717
I -0.02902 1.78196 1.36041
O 1.21583 -0.29562 3.45971
H -2.22208 -0.59131 3.54879
H -2.88634 -0.81807 5.28037
H -2.67514 -2.23055 4.13133
H 0.46065 -1.77273 6.45129
H -0.60067 -2.57175 0.97891
C -2.48360 -0.89066 -3.66740
C -0.95605 -0.89301 -3.58734
C -0.57333 -0.77062 -2.10746
S -1.92432 -1.49389 -1.18206
O -2.56080 -0.45645 -0.40364
O -1.48379 -2.73642 -0.58104
C -2.95605 -1.86144 -2.59216
H -2.83642 -1.18502 -4.65589
H -2.86364 0.11348 -3.45740
H -0.57506 -1.82814 -3.98828
H -0.52028 -0.08413 -4.17387
H 0.34550 -1.30863 -1.88062
H -0.47680 0.27137 -1.80181
H -4.00416 -1.73444 -2.32611
H -2.76473 -2.89517 -2.88360
C 5.17982 1.11279 2.08782
C 6.26652 2.18430 1.95929
C 5.57952 3.48618 1.53645
S 3.90706 3.39986 2.17439
O 2.99171 3.34770 1.05787
O 3.75369 4.35659 3.24491
C 4.04823 1.76332 2.87423
H 5.55077 0.21736 2.58728
H 4.82641 0.82355 1.09393
H 6.75586 2.32381 2.92710
H 7.03625 1.89522 1.24260
H 6.07767 4.35990 1.95298
H 5.52074 3.57454 0.45183
H 3.10166 1.23862 2.77970
H 4.31209 1.87385 3.92680
C 1.64669 -3.10148 -8.92005
C 2.20821 -3.68165 -7.61853
C 1.97327 -2.64516 -6.51555
S 0.52325 -1.71349 -7.00503
O 0.91770 -0.35038 -7.26722
O -0.57336 -2.03499 -6.11915
C 0.27348 -2.54324 -8.56609
H 1.58173 -3.85557 -9.70477
H 2.29650 -2.29760 -9.27673
H 1.67854 -4.60632 -7.37385
H 3.26710 -3.92593 -7.70902
H 1.78909 -3.11568 -5.55101
H 2.80789 -1.94909 -6.43536
H -0.10819 -1.83806 -9.30221
H -0.44812 -3.34533 -8.40442
C -4.79877 3.05556 3.66482
C -3.26961 3.03023 3.73955
C -2.87969 3.13938 5.21650
S -4.23822 2.43179 6.14574
O -4.85507 3.47648 6.92840
O -3.81567 1.18217 6.73460
C -5.28117 2.08700 4.73797
H -5.16099 2.77034 2.67656
H -5.16254 4.06433 3.88010
H -2.90081 2.08544 3.33071
H -2.82353 3.83550 3.15457
H -1.96788 2.58605 5.43596
H -2.76617 4.17829 5.52532
H -6.32594 2.22884 5.00858
H -5.10668 1.05154 4.44113
*
```

Computed properties:
- max |F| (eV Å⁻¹) = 3.09
- LUMO energy (eV) = 0.27
- M (g/mol) = 731.89


ORCA calculation (ωB97M-V with the def2-TZVPD basis set) on an isolated molecule of C20H25N7O4.

ORCA input file:
```
! RIJCOSX wB97M-V def2-TZVPD def2/J DEFGRID3
* xyz 0 1
N -1.63041 -3.22844 -0.15381
C -1.66088 -2.07436 -0.13119
C -1.68943 -0.68376 -0.03342
C -2.87497 0.07991 -0.08076
N -4.13107 -0.39068 -0.27906
C -4.47970 -1.72748 -0.69634
C -5.02515 -2.59696 0.45696
O -4.13796 -2.75109 1.52544
C -5.23176 0.54590 -0.19233
C -5.44648 1.31111 -1.50995
O -6.47848 2.25892 -1.41414
N -2.82549 1.41795 0.04375
C -1.70898 2.05694 0.29877
N -1.82715 3.41543 0.37722
C -0.46369 1.39119 0.49024
C 0.74073 2.02969 0.88840
N 0.77572 3.35499 1.25587
N 1.91395 1.41678 0.90083
C 1.91269 0.13271 0.56209
C 0.79771 -0.64034 0.26615
C -0.45507 -0.01497 0.23294
C 1.26723 -2.03746 0.01690
C 2.77411 -1.92887 0.17956
O 3.60229 -2.79888 0.05141
N 3.05950 -0.62729 0.51697
C 4.38359 -0.12418 0.76444
C 4.89422 0.74501 -0.40416
C 5.13260 -0.07864 -1.67189
C 6.54500 -0.61852 -1.43937
C 7.18074 0.43984 -0.52248
O 6.14710 1.31470 -0.09106
H -5.25722 -1.66034 -1.46482
H -3.61296 -2.21173 -1.14347
H -5.31446 -3.57096 0.03561
H -5.91516 -2.12914 0.88700
H -3.33796 -3.19709 1.21176
H -5.02219 1.26930 0.59738
H -6.13727 -0.01001 0.06517
H -4.54209 1.87406 -1.74563
H -5.64328 0.60142 -2.32769
H -7.29793 1.81090 -1.17548
H -1.03079 3.96432 0.09310
H -2.73052 3.75310 0.07839
H 0.00335 3.68023 1.81811
H 1.68639 3.61732 1.60808
H 1.01874 -2.40959 -0.97884
H 0.87296 -2.76112 0.73299
H 5.03596 -0.98813 0.90774
H 4.37053 0.48736 1.67012
H 4.19014 1.57040 -0.55103
H 5.10703 0.57385 -2.54524
H 4.39951 -0.87132 -1.79770
H 6.50035 -1.58648 -0.94182
H 7.10007 -0.73508 -2.36736
H 7.92138 1.05120 -1.04753
H 7.66528 -0.01685 0.34871
*
```

Computed properties:
- SMILES string = N#Cc1c(N(CCO)CCO)nc(N)c2c(N)nc3c(c12)CC(=O)N3C[C@@H]1CCCO1
- ΔE to the lowest compared entry with this formula, charge and spin (kcal/mol) = 0.00
- max |F| (eV Å⁻¹) = 0.98
- LUMO energy (eV) = 0.22
- M (g/mol) = 427.47


ORCA calculation (ωB97M-V with the def2-TZVPD basis set) on an isolated molecule of C2H6N2OS at a distorted geometry.

ORCA input file:
```
! RIJCOSX wB97M-V def2-TZVPD def2/J DEFGRID3
* xyz 0 1
N 1.52983 0.64807 -0.66156
S 1.09252 -0.91895 -0.02921
C -0.58712 -1.02928 -0.69351
C -1.78181 -0.13475 0.17250
N -1.18462 0.41310 1.26472
O -2.82703 0.06350 -0.35729
H 1.18985 1.31961 0.03380
H 2.50530 0.88181 -0.69295
H -0.73348 -0.63179 -1.64931
H -0.81357 -1.97824 -0.82967
H -0.27838 0.21002 1.58912
H -1.80632 0.66384 2.06404
*
```

Computed properties:
- SMILES string = NSCC(N)=O
- ΔE to the lowest compared entry with this formula, charge and spin (kcal/mol) = 34.47
- max |F| (eV Å⁻¹) = 5.79
- LUMO energy (eV) = 0.59
- M (g/mol) = 106.15